Record 1
Entry from OMol25: one molecule with the formula C5H3ClS in a non-equilibrium geometry (ωB97M-V/def2-TZVPD).

**Lowest unoccupied orbital energy**: -1.489 eV
**Total energy**: -1050.53282 Ha
**2S+1**: 1
**HOMO level**: -8.92 eV
**Frontier orbital gap**: 7.43 eV

Last column: Löwdin charge in e.
Element x y z (Å)
C1 -1.1099 -0.6406 -0.0729  -0.697
C2 -1.3040 0.8115 -0.1575  -0.755
C3 0.2048 -0.9855 0.1120  -0.126
C4 1.4364 -0.1867 -0.0272  -0.152
C5 2.4553 0.4053 -0.3242  0.131
H1 -0.3292 1.2781 0.3552  0.094
H2 0.7097 -1.9588 0.6828  0.176
H3 3.1068 1.2113 -0.3247  0.019
S1 -2.5966 1.7445 -0.0606  0.705
Cl1 -2.5734 -1.6789 -0.1828  0.605

Atoms 1-3, force components in eV/Å:
C 0.56 0.00 -0.74
C 2.25 0.95 2.95
C 2.37 -2.74 2.29


Record 2
Entry from OMol25: C6H12CuO10 as an isolated structure in a non-equilibrium geometry (ωB97M-V/def2-TZVPD).

**Lowest unoccupied orbital energy**: 5.085 eV
**Total energy**: -2628.22646 Ha
**Net charge**: -3
**2S+1**: 1
**HOMO level**: 3.67 eV
**Frontier orbital gap**: 1.41 eV

Last column: Löwdin charge in e.
Element x y z (Å)
Cu1 0.1747 -1.8120 0.4476  0.062
C1 5.2805 -3.0547 2.0232  -1.180
O1 6.0098 -3.6937 2.7949  -0.115
O2 5.8410 -2.3524 1.2098  -0.097
O3 4.0555 -3.0676 2.2916  -0.080
C2 -1.7131 -5.4087 2.2833  -1.224
O4 -2.0471 -4.2638 2.5995  -0.062
O5 -1.2035 -6.1699 3.0998  -0.064
O6 -1.3996 -5.4816 1.1518  -0.008
C3 1.1328 2.2180 2.7673  -0.258
C4 -0.2373 2.7627 2.5391  -0.316
O7 -1.0958 1.8947 1.8672  -0.071
O8 1.9742 2.0101 1.6151  -0.091
H1 1.0256 1.2556 3.2678  0.128
H2 1.6549 2.9578 3.3740  0.105
H3 -0.3492 3.7755 2.1520  0.110
H4 -0.5109 2.8025 3.5935  0.105
H5 -1.9091 2.0199 2.3617  0.076
H6 2.4874 1.2158 1.7807  0.081
C5 -1.6748 0.2541 -4.4528  -0.275
C6 -2.5469 1.6146 -4.2744  -0.230
O9 -2.0969 2.8665 -4.7927  -0.121
O10 -0.5223 0.2414 -3.7409  -0.053
H7 -1.5621 0.1581 -5.5327  0.101
H8 -2.2863 -0.5619 -4.0677  0.118
H9 -2.7182 1.9042 -3.2376  0.107
H10 -3.4971 1.4248 -4.7736  0.089
H11 -2.4033 3.6258 -4.2915  0.066
H12 0.1371 0.8639 -4.0560  0.095

Atoms 1-3, force components in eV/Å:
Cu -0.03 -0.20 0.20
C -0.50 0.01 2.22
O 2.23 -3.04 2.68


Record 3
Entry from OMol25: a 2-piece molecular cluster, C5H13NO3 overall in a non-equilibrium geometry (ωB97M-V/def2-TZVPD).

**Lowest unoccupied orbital energy**: -0.855 eV
**Total energy**: -478.63561 Ha
**2S+1**: 1
**HOMO level**: -9.14 eV
**Frontier orbital gap**: 8.28 eV

Last column: Löwdin charge in e.
Element x y z (Å)
C1 0.0699 -1.1896 0.2557  -0.141
C2 0.8999 0.8671 -2.2028  -0.073
C3 -1.2400 -1.9270 0.1229  -0.126
N1 -0.2155 -0.0602 -2.0440  -0.055
O1 -1.3159 0.5072 -1.8690  -0.056
H1 -1.3418 1.0264 -0.4060  0.092
H2 0.7655 -1.3466 -0.5644  0.072
H3 0.6273 -1.5552 1.1178  0.084
H4 0.9833 1.0392 -3.2806  0.099
H5 0.7459 1.8225 -1.6924  0.092
H6 1.8138 0.3798 -1.8645  0.081
H7 -1.0727 -3.0048 0.1193  0.073
H8 -1.7895 -1.6635 -0.7777  0.053
H9 -1.9028 -1.7179 0.9623  0.071
C4 1.2862 0.9447 1.4114  -0.014
C5 -0.1258 0.4767 1.1013  -0.612
O2 -0.7643 0.0898 2.2649  0.010
O3 -0.8189 1.3970 0.4083  -0.005
H10 -1.4811 0.7077 2.4570  0.116
H11 1.7972 0.2161 2.0356  0.085
H12 1.8489 1.0980 0.4961  0.065
H13 1.2303 1.8926 1.9490  0.090

Atoms 1-3, force components in eV/Å:
C 0.05 1.90 2.57
C 0.14 0.36 0.24
C -0.16 0.07 -0.04


Record 4
Entry from OMol25: a 9-piece molecular cluster, C12H42F6NO7P overall in a non-equilibrium geometry (ωB97M-V/def2-TZVPD).

**Lowest unoccupied orbital energy**: -0.189 eV
**Total energy**: -2004.60127 Ha
**2S+1**: 1
**HOMO level**: -10.05 eV
**Frontier orbital gap**: 9.87 eV

Last column: Löwdin charge in e.
Element x y z (Å)
N1 0.0104 0.5496 0.3833  0.313
H1 0.4579 1.4310 0.5905  0.065
H2 -0.9892 0.6908 0.4152  0.074
H3 0.3905 -0.1307 1.0257  0.079
H4 0.1755 0.3105 -0.5840  0.030
P1 -1.9624 4.5839 -1.4812  0.161
F1 -2.4819 3.9120 -2.8573  -0.161
F2 -0.4800 4.6740 -2.0849  -0.166
F3 -2.2144 6.1326 -1.9676  -0.166
F4 -1.3510 5.0789 -0.0692  -0.177
F5 -3.4798 4.4621 -0.7934  -0.192
F6 -1.5952 3.1156 -0.9746  -0.179
C1 0.2248 1.8579 -3.0218  -0.052
C2 -0.5862 0.5551 -2.8132  -0.434
C3 -0.8430 -0.0459 -4.1641  -0.052
O1 0.2658 -0.2941 -2.0368  -0.111
H5 0.6866 2.1265 -2.0717  0.065
H6 -0.4401 2.6468 -3.3735  0.068
H7 1.0463 1.7869 -3.7348  0.087
H8 -1.4732 0.8537 -2.2544  0.140
H9 0.0320 -0.2974 -4.7635  0.086
H10 -1.3020 0.7669 -4.7270  0.092
H11 -1.5042 -0.9114 -4.1219  0.078
H12 1.1107 -0.4914 -2.4477  0.106
C4 -3.0170 -2.3588 -0.7168  -0.058
C5 -3.2409 -3.1515 0.5943  -0.503
C6 -4.1056 -4.3775 0.3193  -0.062
O2 -2.0441 -3.5840 1.1746  -0.054
H13 -3.9729 -1.9482 -1.0420  0.086
H14 -2.5477 -3.0036 -1.4599  0.079
H15 -2.3059 -1.5364 -0.6378  0.044
H16 -3.7651 -2.5531 1.3394  0.118
H17 -3.5947 -5.0710 -0.3486  0.078
H18 -5.0445 -4.1379 -0.1799  0.078
H19 -4.2855 -4.9277 1.2429  0.078
H20 -1.3483 -3.1154 0.7078  0.014
C7 2.3222 -0.1842 3.7489  -0.048
C8 0.8518 -0.6572 3.7288  -0.485
C9 -0.0139 0.5645 3.9563  -0.044
O3 0.6462 -1.2932 2.5106  -0.050
H21 2.4998 0.4673 2.8932  0.065
H22 3.0148 -1.0233 3.6825  0.079
H23 2.5237 0.3645 4.6689  0.084
H24 0.6726 -1.3116 4.5819  0.139
H25 -1.0642 0.2932 4.0632  0.083
H26 0.0525 1.2329 3.0979  0.062
H27 0.2104 1.1816 4.8263  0.090
H28 1.3228 -1.9656 2.4020  0.099
C10 4.9909 -1.1060 -0.1136  -0.070
C11 3.7255 -0.3588 0.0775  -0.452
C12 3.7580 1.0646 -0.6328  -0.016
O4 2.5877 -1.1518 -0.3659  -0.067
H29 5.7953 -0.5064 0.3124  0.088
H30 5.2091 -1.2365 -1.1736  0.090
H31 5.0169 -2.0292 0.4652  0.083
H32 3.6173 -0.1446 1.1407  0.101
H33 4.0729 0.9648 -1.6715  0.077
H34 4.4604 1.7810 -0.2068  0.081
H35 2.7715 1.5276 -0.6087  0.052
H36 2.5130 -1.9600 0.1468  0.068
O5 0.1057 -3.0793 -0.3123  -0.023
H37 0.1944 -3.9539 -0.6908  0.074
H38 0.2745 -2.4836 -1.0423  0.033
O6 0.8624 3.1303 1.1999  -0.036
H39 1.3666 3.3409 1.9859  0.052
H40 0.4176 3.9472 0.9741  0.043
O7 -2.6862 0.3788 1.0324  -0.031
H41 -3.4170 0.7633 0.5484  0.070
H42 -3.1014 -0.1564 1.7088  0.055

Atoms 1-3, force components in eV/Å:
N 0.09 0.96 0.22
H 0.11 0.90 0.10
H -0.68 -0.16 0.96


Record 5
Entry from OMol25: a 2-piece molecular cluster, C20H19NO3 overall in a non-equilibrium geometry (ωB97M-V/def2-TZVPD).

**Lowest unoccupied orbital energy**: -2.229 eV
**Total energy**: -1053.94671 Ha
**2S+1**: 1
**HOMO level**: -5.88 eV
**Frontier orbital gap**: 3.65 eV

Last column: Löwdin charge in e.
Element x y z (Å)
C1 -2.3237 -0.7314 -0.1674  -0.086
C2 -1.5826 0.4028 0.3750  -0.206
C3 -1.0716 0.3562 1.7125  -0.458
O1 -1.2718 -0.5895 2.4799  -0.030
C4 -0.2769 1.6040 2.1320  -0.112
C5 0.4658 2.1932 0.9662  -0.156
O2 -0.4348 2.4738 -0.1611  -0.015
C6 -1.4842 1.6407 -0.4023  -0.496
O3 -2.3269 1.9420 -1.2465  0.005
H1 -2.5963 -0.5337 -1.2054  0.073
H2 -1.7462 -1.6591 -0.0962  0.087
H3 -3.2387 -0.8757 0.4126  0.049
H4 -0.9832 2.3429 2.5491  0.115
H5 0.4382 1.3272 2.9078  0.117
H6 0.8945 3.1712 1.2066  0.118
H7 1.2615 1.5109 0.6273  0.129
C7 -7.7228 -1.5797 3.0691  -0.007
N1 -6.7596 -0.7862 2.3155  -0.006
C8 -6.1483 0.2417 3.0082  -0.110
C9 -6.4674 0.5074 4.3469  -0.011
C10 -5.8993 1.5904 5.0101  -0.033
C11 -4.9992 2.4404 4.3433  -0.052
C12 -4.6376 2.1808 3.0312  0.023
C13 -5.1953 1.0777 2.3343  -0.103
C14 -4.8760 0.7877 1.0075  0.109
C15 -5.6061 -0.1561 0.2779  -0.123
C16 -6.5640 -0.9879 0.9616  -0.093
C17 -7.2507 -1.9617 0.2158  -0.007
C18 -7.0266 -2.1112 -1.1521  -0.036
C19 -6.1281 -1.2708 -1.8285  -0.047
C20 -5.4164 -0.3188 -1.1204  0.009
H8 -8.1403 -2.3668 2.4508  0.073
H9 -7.2311 -2.0394 3.9343  0.112
H10 -8.5394 -0.9431 3.4336  0.112
H11 -7.1631 -0.1409 4.8788  0.101
H12 -6.1565 1.7636 6.0530  0.116
H13 -4.5866 3.2983 4.8709  0.113
H14 -3.9441 2.8256 2.4879  0.134
H15 -4.1079 1.3722 0.4995  0.131
H16 -7.9664 -2.6248 0.6974  0.098
H17 -7.5536 -2.8951 -1.6919  0.116
H18 -5.9889 -1.3768 -2.9037  0.116
H19 -4.7048 0.3413 -1.6229  0.129

Atoms 1-3, force components in eV/Å:
C -0.64 -0.64 -0.14
C 1.46 2.00 0.91
C -0.17 0.39 -1.73


Record 6
Entry from OMol25: an isolated ion of composition C4H8N2 and charge +2 in a non-equilibrium geometry (ωB97M-V/def2-TZVPD).

**Lowest unoccupied orbital energy**: -11.360 eV
**Total energy**: -265.93863 Ha
**Net charge**: +2
**2S+1**: 1
**HOMO level**: -21.77 eV
**Frontier orbital gap**: 10.41 eV

Last column: Löwdin charge in e.
Element x y z (Å)
C1 0.6826 -0.2693 -0.3641  -0.142
C2 -1.3460 1.1989 -0.6916  0.308
C3 0.7725 -0.7273 1.0256  0.007
C4 -0.6044 -0.0655 1.3197  -0.028
N1 -0.5592 0.4314 -0.0565  -0.007
N2 1.2817 -0.4499 -1.4472  0.355
H1 -2.2577 1.7522 -0.3163  0.189
H2 -1.1629 1.4848 -1.7165  0.142
H3 0.5206 -1.7777 1.0549  0.154
H4 1.6592 -0.4405 1.7228  0.208
H5 -1.4528 -0.8584 1.5013  0.198
H6 -0.8012 0.7729 2.0500  0.177
H7 2.2666 -0.9060 -1.7461  0.288
H8 1.0010 -0.1457 -2.3359  0.150

Atoms 1-3, force components in eV/Å:
C -0.54 0.38 1.21
C -1.16 1.70 -1.00
C 0.90 0.23 2.74


Record 7
Entry from OMol25: one molecule with the formula C21H24ClN3O6S2 (ωB97M-V/def2-TZVPD).

**Lowest unoccupied orbital energy**: 0.140 eV
**Total energy**: -2686.91150 Ha
**2S+1**: 1
**HOMO level**: -8.89 eV
**Frontier orbital gap**: 9.03 eV

Last column: Löwdin charge in e.
Element x y z (Å)
O1 3.3372 -0.0602 2.2305  0.092
C1 2.4645 0.7144 1.9158  -0.427
N1 1.3345 0.3893 1.2262  0.153
C2 1.0506 -0.7863 0.5364  -0.199
C3 -0.0332 -0.7833 -0.3417  -0.029
C4 -0.3055 -1.9071 -1.0915  -0.311
C5 0.4489 -3.0583 -0.9761  -0.062
C6 1.5081 -3.0690 -0.0828  -0.046
C7 1.8132 -1.9461 0.6676  0.012
H1 2.6517 -1.9499 1.3442  0.104
H2 2.1120 -3.9566 0.0248  0.111
H3 0.2073 -3.9066 -1.5947  0.117
S1 -1.6541 -1.8592 -2.2662  0.639
O2 -1.3487 -2.6744 -3.4017  -0.313
O3 -2.0280 -0.4871 -2.4849  -0.295
N2 -2.8442 -2.6727 -1.3942  -0.232
C8 -3.8769 -3.2729 -2.2210  -0.172
H4 -3.3795 -3.8631 -2.9894  0.120
C9 -4.7594 -4.1434 -1.3274  -0.184
H5 -5.5940 -4.5569 -1.8948  0.130
O4 -5.3286 -3.3816 -0.2869  -0.126
C10 -4.3347 -2.7811 0.5050  -0.187
H6 -4.8588 -2.1999 1.2653  0.130
C11 -3.4210 -1.8786 -0.3297  -0.178
H7 -2.6075 -1.4903 0.2848  0.117
H8 -3.9957 -1.0371 -0.7424  0.133
H9 -3.7215 -3.5564 0.9892  0.131
H10 -4.1557 -4.9601 -0.9054  0.131
H11 -4.4907 -2.4961 -2.6995  0.138
H12 -0.6429 0.0970 -0.4766  0.118
H13 0.7327 1.1812 1.0225  0.132
C12 2.5205 2.1922 2.2970  -0.241
N3 1.5736 3.0094 1.5453  -0.203
S2 2.2648 3.8433 0.2371  0.704
O5 1.4514 4.9931 -0.0183  -0.276
O6 3.6732 4.0172 0.4425  -0.273
C13 1.9857 2.6104 -1.0258  -0.277
C14 0.7528 2.5735 -1.6512  -0.047
C15 0.4603 1.5435 -2.5276  -0.090
C16 1.4125 0.5547 -2.7538  -0.630
C17 2.6603 0.6091 -2.1427  -0.072
C18 2.9452 1.6459 -1.2713  -0.049
H14 3.9016 1.7182 -0.7782  0.124
H15 3.3887 -0.1596 -2.3417  0.115
Cl1 1.0030 -0.7800 -3.7643  0.801
H16 -0.5050 1.4720 -3.0038  0.106
H17 0.0414 3.3569 -1.4423  0.120
C19 0.7619 3.7892 2.4760  -0.176
C20 1.5552 3.8039 3.7810  -0.145
H18 2.3347 4.5643 3.7331  0.122
H19 0.9262 3.9879 4.6488  0.115
C21 2.1786 2.4104 3.7831  -0.105
H20 1.4466 1.6680 4.1070  0.125
H21 3.0607 2.3294 4.4124  0.124
H22 -0.2003 3.2821 2.6119  0.126
H23 0.5872 4.7762 2.0512  0.109
H24 3.5394 2.5414 2.0891  0.146

Atoms 1-3, force components in eV/Å:
O 0.35 -0.13 0.13
C -0.34 0.26 -0.12
N -0.34 0.28 0.07


Record 8
Entry from OMol25: a 10-piece molecular cluster, C16H52N2O10 overall in a non-equilibrium geometry (ωB97M-V/def2-TZVPD).

**Lowest unoccupied orbital energy**: 0.011 eV
**Total energy**: -1502.54848 Ha
**2S+1**: 1
**HOMO level**: -9.04 eV
**Frontier orbital gap**: 9.05 eV

Last column: Löwdin charge in e.
Element x y z (Å)
C1 1.0333 2.2196 -3.9888  -0.083
C2 1.4613 2.8386 -2.6868  -0.337
O1 0.3233 3.2766 -1.9958  -0.099
H1 0.3963 1.4236 -3.7938  0.013
H2 1.8673 1.9336 -4.6298  0.084
H3 0.4613 2.9746 -4.5558  0.092
H4 2.1113 3.6646 -2.9508  0.109
H5 2.0213 2.0496 -2.1248  0.115
H6 0.6293 3.6236 -1.1358  0.108
C3 -1.8157 1.9846 2.1272  -0.056
C4 -2.3987 0.7706 1.5172  -0.319
O2 -2.6817 0.9476 0.1482  -0.105
H7 -1.0617 2.5366 1.5702  0.076
H8 -1.3457 1.5916 3.0082  0.056
H9 -2.4767 2.7086 2.5122  0.062
H10 -3.2847 0.3976 1.9572  0.105
H11 -1.8157 -0.1244 1.6182  0.071
H12 -1.8567 0.7576 -0.3738  0.022
C5 1.5863 -3.9274 0.6542  -0.057
C6 0.9553 -4.4574 1.9502  -0.299
O3 0.9703 -3.4554 2.9082  -0.088
H13 1.4553 -4.6334 -0.1568  0.076
H14 2.6953 -3.8794 0.7572  0.090
H15 1.2333 -2.9704 0.3472  0.025
H16 1.4153 -5.4084 2.1982  0.115
H17 -0.0997 -4.6684 1.8772  0.094
H18 0.5523 -3.8554 3.6772  0.110
C7 0.7263 -1.9814 -2.9048  -0.060
C8 -0.5597 -2.3394 -3.6578  -0.301
O4 -1.4237 -1.2314 -3.5128  -0.085
H19 1.4703 -2.7554 -3.0568  0.090
H20 0.4673 -1.9834 -1.8938  0.014
H21 1.0363 -1.0214 -3.2428  0.069
H22 -0.9377 -3.2834 -3.2908  0.098
H23 -0.2937 -2.4374 -4.7228  0.119
H24 -2.2087 -1.4174 -4.0198  0.099
C9 -2.5167 2.0896 -2.6978  -0.085
C10 -3.2867 3.2176 -3.2918  -0.339
O5 -4.5417 3.3716 -2.7248  -0.044
H25 -1.9227 2.4586 -1.8498  0.069
H26 -1.9127 1.5306 -3.4598  0.085
H27 -3.1787 1.3746 -2.3698  0.048
H28 -3.5087 2.9676 -4.3058  0.098
H29 -2.7107 4.1216 -3.3728  0.109
H30 -5.1577 3.4636 -3.4428  0.075
C11 3.6853 2.6546 2.7382  -0.067
C12 2.2163 2.9416 3.1502  -0.306
O6 1.3843 1.8336 3.2122  -0.086
H31 4.1123 2.0086 3.4362  0.043
H32 4.3603 3.5166 2.6482  0.075
H33 3.8273 2.1476 1.8122  0.038
H34 1.7933 3.6876 2.5362  0.088
H35 2.1903 3.3646 4.1602  0.114
H36 1.2553 1.4816 2.3332  0.023
C13 0.4323 0.4366 -0.2258  -0.523
O7 1.0533 1.6086 0.2312  -0.117
N1 -0.3277 0.5056 -1.3188  0.155
N2 0.5393 -0.6934 0.4052  0.203
H37 -0.2387 1.3926 -1.7998  0.053
H38 -0.5877 -0.1954 -2.0158  0.070
H39 1.0893 -0.7824 1.2962  0.076
H40 -0.1347 -1.4914 0.2182  0.088
C14 -0.4147 -1.0744 4.0202  -0.194
O8 -1.6367 -0.9784 4.6382  -0.081
H41 0.0333 -0.1214 3.9082  0.058
H42 -0.5677 -1.5194 3.0632  0.052
H43 0.2313 -1.6864 4.6262  0.078
H44 -2.1877 -1.7074 4.3742  0.073
C15 -2.1257 -2.3474 -0.6268  -0.141
O9 -1.6177 -2.6534 0.6282  -0.123
H45 -3.1337 -2.6764 -0.7358  0.092
H46 -1.5327 -2.9474 -1.3158  0.071
H47 -2.0797 -1.3104 -0.8538  0.055
H48 -1.7947 -3.5934 0.7772  0.096
C16 3.3673 -0.8764 1.8432  -0.101
O10 2.1473 -0.9704 2.5902  -0.165
H49 3.3343 -1.6724 1.0842  0.066
H50 4.2753 -0.9804 2.4632  0.092
H51 3.2683 0.1166 1.3362  0.078
H52 1.9143 -1.8824 2.7432  0.028

Atoms 1-3, force components in eV/Å:
C 0.26 2.06 -0.90
C 1.08 -0.95 -0.44
O 0.08 0.61 0.49